14
Properties=species:S:1:pos:R:3:lowdin_charge:R:1 method="wB97M-V/def2-TZVPD" charge=+1 e_homo_ev=-12.99 lumo_ha=-0.141 homo_lumo_gap_ev=9.15 smiles=[NH3+][C@H]1CCN1I energy_ha=-525.963498
I 3.000 -0.363 0.489 0.917
N 1.070 0.148 0.573 -0.672
N -0.556 -1.594 0.198 0.207
C 0.425 1.472 0.366 -0.179
C 0.099 -0.455 -0.541 -0.342
C -0.808 0.755 -0.495 -0.079
H -0.163 -2.524 0.001 0.174
H 0.889 2.132 -0.371 0.111
H -0.143 -1.180 1.064 0.149
H -0.019 1.872 1.300 0.120
H 0.613 -0.782 -1.395 0.119
H -1.763 0.747 0.186 0.149
H -1.610 -1.514 0.098 0.194
H -1.033 1.286 -1.473 0.133